1.
# C18H33B8F32N6Zn3

A molecular structure, C18H33B8F32N6Zn3 (the ωB97M-V functional and the def2-TZVPD basis, the OMol25 dataset).

Results
total energy = -265798.137 eV
total charge = +2
HOMO level (spin up / spin down) = -14.73 / -14.73 eV
orbital gap (spin up / spin down) = 6.634 / 2.363 eV
spin multiplicity = 2

Geometry as XYZ:
```
100
Properties=species:S:1:pos:R:3:lowdin_charge:R:1
Zn -9.335 6.459 -15.188 1.0771
Zn -4.631 4.128 -14.454 1.0974
Zn -7.131 3.929 -18.995 1.0626
C -5.327 9.514 -12.048 -0.0306
C -3.890 9.273 -12.471 -0.1560
N -3.663 9.913 -13.740 -0.0420
C -2.952 11.063 -14.015 0.0155
C -2.996 11.301 -15.387 0.0187
N -3.667 10.215 -15.967 -0.0881
C -4.081 9.402 -14.946 0.0384
C -3.736 9.889 -17.343 -0.0150
H -5.664 8.904 -11.209 0.0920
H -6.005 9.086 -12.786 0.0695
H -5.557 10.546 -11.784 0.0966
H -3.534 8.243 -12.499 0.1280
H -3.148 9.782 -11.857 0.1322
H -2.470 11.737 -13.323 0.1412
H -2.568 12.096 -15.979 0.1348
H -4.644 8.494 -15.104 0.1541
H -4.312 9.004 -17.612 0.0758
H -2.746 9.914 -17.799 0.1077
H -4.383 10.697 -17.686 0.0993
C -0.996 0.929 -19.771 -0.0385
C 0.086 2.002 -19.627 -0.1191
N -0.415 3.374 -19.270 0.0489
C 0.334 4.507 -19.434 0.1236
C -0.414 5.596 -19.067 0.1653
N -1.659 5.134 -18.639 0.0328
C -1.714 3.754 -18.793 0.2300
C -2.824 5.873 -18.037 0.0665
H -1.497 0.697 -18.831 0.0926
H -0.573 -0.014 -20.117 0.1049
H -1.722 1.145 -20.554 0.0938
H 0.684 2.045 -20.538 0.1415
H 0.843 1.808 -18.867 0.1430
H 1.373 4.444 -19.721 0.1806
H -0.114 6.628 -18.963 0.1769
H -2.527 3.066 -18.613 0.1809
H -3.245 6.613 -18.718 0.1110
H -2.467 6.434 -17.174 0.0976
H -3.621 5.174 -17.782 0.0956
C -5.157 8.139 -23.209 -0.0308
C -4.502 8.480 -21.870 -0.2024
N -5.351 9.104 -20.913 -0.0227
C -5.519 10.440 -20.688 -0.0391
C -6.418 10.692 -19.702 -0.0198
N -6.978 9.491 -19.294 -0.0445
C -6.279 8.543 -20.033 0.0610
C -8.152 9.262 -18.519 0.0215
H -5.970 8.797 -23.514 0.0974
H -5.600 7.158 -23.037 0.0779
H -4.396 7.910 -23.955 0.0890
H -3.709 9.184 -22.119 0.1213
H -3.951 7.625 -21.476 0.1057
H -4.972 11.163 -21.274 0.1417
H -6.929 11.605 -19.434 0.1447
H -6.291 7.474 -19.882 0.1445
H -8.489 8.227 -18.566 0.1027
H -8.946 9.963 -18.780 0.1292
H -7.926 9.348 -17.456 0.0856
B -7.143 4.241 -13.434 -1.3287
F -7.603 3.403 -12.433 0.1973
F -8.016 5.216 -13.885 0.1617
F -6.042 4.956 -13.024 0.1718
F -6.662 3.552 -14.478 0.2076
B -9.721 4.876 -17.200 -1.3690
F -8.771 4.302 -18.002 0.1878
F -9.506 4.521 -15.906 0.2179
F -9.555 6.208 -17.139 0.2059
F -11.023 4.594 -17.539 0.2164
B -6.201 6.253 -16.566 -1.2751
F -6.482 5.506 -17.659 0.2025
F -5.729 7.461 -17.090 0.1509
F -7.402 6.574 -15.883 0.1422
F -5.375 5.531 -15.734 0.1805
B -5.872 2.249 -16.752 -1.3662
F -5.110 3.205 -16.206 0.1762
F -6.996 2.757 -17.426 0.1613
F -5.091 1.551 -17.607 0.1978
F -6.297 1.418 -15.744 0.1913
B -4.823 4.091 -20.529 -1.3818
F -4.531 5.407 -20.733 0.1763
F -5.109 3.971 -19.168 0.1242
F -5.988 3.776 -21.190 0.1933
F -3.849 3.201 -20.876 0.1871
B -8.781 8.821 -14.595 -1.3515
F -8.525 7.631 -13.908 0.1437
F -9.516 8.404 -15.692 0.1703
F -9.414 9.686 -13.796 0.2420
F -7.575 9.302 -15.058 0.1570
B -2.626 5.680 -14.449 -1.2859
F -3.764 5.685 -13.663 0.1634
F -2.538 6.961 -15.010 0.1357
F -1.500 5.409 -13.737 0.2150
F -2.924 4.728 -15.451 0.1184
B -8.796 6.047 -20.825 -1.3283
F -8.939 7.422 -20.918 0.1487
F -8.561 5.513 -22.080 0.1477
F -7.731 5.596 -20.027 0.1129
F -9.987 5.587 -20.341 0.1815
```

2.
# C10H21NO2P

A gas-phase ion, C10H21NO2P (charge +1) (the ωB97M-V functional and the def2-TZVPD basis, the OMol25 dataset).

Results
total energy = -25571.623 eV
total charge = +1
HOMO level (spin up / spin down) = -13.00 / -14.09 eV
orbital gap (spin up / spin down) = 7.972 / 8.525 eV
energy relative to the best compared isomer or geometry (same formula, charge and spin) = 135.19 kcal per mole

Geometry as XYZ:
```
35
Properties=species:S:1:pos:R:3:lowdin_charge:R:1
C 2.225 -0.955 -2.533 -0.5319
C 2.076 -0.327 -1.135 -0.1801
C -0.137 1.208 -2.516 -0.1064
C -2.145 0.420 -1.191 -0.0969
C -0.631 2.192 -0.190 -0.0557
C 1.042 0.399 2.023 -0.0619
C -1.048 -1.178 1.633 -0.0918
C 1.248 -2.075 1.495 -0.0785
C -0.768 1.005 -1.174 -0.6509
C 0.361 -0.815 1.331 -0.6461
N 0.854 -2.679 -1.764 0.1490
O 2.824 -0.324 -3.342 0.1737
O 1.668 -2.153 -2.745 -0.0251
P 0.393 -0.319 -0.443 1.2719
H 2.645 -0.866 -0.233 0.1562
H 2.467 0.601 -1.103 0.0560
H -0.184 0.334 -3.268 0.1309
H 0.806 1.596 -2.654 0.0551
H -0.758 1.864 -3.219 0.1349
H -2.911 0.995 -1.868 0.1438
H -2.562 0.501 -0.286 0.0196
H -2.232 -0.617 -1.694 0.1211
H -1.266 2.274 0.694 0.0985
H 0.443 2.486 0.048 0.1121
H -0.963 2.977 -0.820 0.0792
H 1.696 0.239 2.847 0.0908
H 0.359 1.043 2.420 0.0463
H 1.673 1.062 1.434 0.0777
H -1.601 -1.699 0.783 0.1110
H -1.582 -0.195 2.005 0.1319
H -1.147 -1.795 2.504 0.0816
H 0.888 -2.599 2.257 0.0315
H 1.287 -2.787 0.543 0.1116
H 2.299 -2.023 1.699 0.0810
H -0.026 -2.802 -2.218 0.0598
```

3.
# C20H30AsMnN3OSi2

A molecular structure, C20H30AsMnN3OSi2 (the ωB97M-V functional and the def2-TZVPD basis, the OMol25 dataset).

Results
total energy = -135655.544 eV
total charge = +1
HOMO level (spin up / spin down) = -10.38 / -10.69 eV
orbital gap (spin up / spin down) = 6.309 / 6.262 eV
spin multiplicity = 5

Geometry as XYZ:
```
58
Properties=species:S:1:pos:R:3:lowdin_charge:R:1
Mn -0.147 0.214 0.008 0.6383
C 3.056 -2.443 -0.909 0.0041
C 2.070 -1.509 -0.312 -0.2197
N 0.991 -1.114 -0.876 -0.0620
N 0.605 -1.519 -2.136 0.1139
C -0.500 -0.874 -2.432 -0.3722
O -1.064 -0.003 -1.621 -0.2204
C -1.146 -1.111 -3.731 -0.1482
C -2.346 -0.473 -4.031 -0.0112
C -2.956 -0.694 -5.257 -0.0569
C -2.367 -1.550 -6.177 -0.0619
C -1.170 -2.191 -5.877 -0.0619
C -0.558 -1.974 -4.656 -0.0190
C 2.233 -0.932 1.057 -0.1846
C 3.282 -1.246 1.885 0.0216
C 3.322 -0.686 3.161 -0.0064
C 2.310 0.158 3.566 -0.0112
C 1.281 0.438 2.677 -0.1019
N 1.252 -0.083 1.455 -0.0071
H 2.739 -2.723 -1.909 0.0799
H 3.147 -3.343 -0.297 0.1037
H 4.041 -1.974 -0.959 0.1031
H -2.793 0.190 -3.302 0.0897
H -3.889 -0.201 -5.494 0.1096
H -2.840 -1.719 -7.136 0.1104
H -0.716 -2.859 -6.596 0.1096
H 0.372 -2.465 -4.409 0.1095
H 4.055 -1.921 1.545 0.1243
H 4.138 -0.923 3.830 0.1267
H 2.301 0.603 4.550 0.1233
H 0.460 1.085 2.937 0.0664
C -1.144 5.234 0.707 -0.2202
Si -1.147 3.901 1.993 0.2164
C 0.486 3.862 2.882 -0.2309
C -2.518 4.097 3.209 -0.2108
As -1.467 1.878 0.833 0.8208
Si -3.428 2.154 -0.467 0.2359
C -2.872 2.729 -2.138 -0.2208
C -4.298 0.516 -0.480 -0.2222
C -4.572 3.411 0.262 -0.2158
H -0.795 6.177 1.137 0.0414
H -2.147 5.400 0.308 0.0177
H -0.489 4.973 -0.125 0.0341
H 0.719 4.858 3.267 0.0428
H 1.301 3.567 2.216 0.0312
H 0.459 3.181 3.736 0.0205
H -2.433 5.081 3.680 0.0478
H -2.463 3.339 3.992 0.0386
H -3.498 4.033 2.740 0.0086
H -2.022 2.152 -2.503 0.0082
H -2.571 3.777 -2.066 0.0323
H -3.679 2.661 -2.873 0.0431
H -3.615 -0.318 -0.638 0.0140
H -5.071 0.477 -1.252 0.0426
H -4.785 0.384 0.489 0.0355
H -4.151 4.414 0.328 0.0190
H -4.947 3.119 1.243 0.0327
H -5.428 3.456 -0.421 0.0477
```